{"formula": "C19H41CoF6N2O7", "method": "ωB97M-V/def2-TZVPD", "symbols": ["Co", "C", "O", "O", "C", "F", "F", "F", "C", "C", "H", "H", "H", "H", "H", "H", "C", "O", "O", "C", "F", "F", "F", "C", "C", "H", "H", "H", "H", "H", "H", "C", "C", "C", "O", "H", "H", "H", "H", "H", "H", "H", "C", "C", "C", "O", "C", "N", "H", "H", "H", "H", "H", "H", "H", "H", "H", "H", "H", "C", "C", "C", "O", "C", "N", "H", "H", "H", "H", "H", "H", "H", "H", "H", "H", "H"], "coordinates": [[-10.28744, 12.91437, -19.54542], [-8.42586, 15.85544, -18.92878], [-9.22197, 16.75436, -19.72173], [-9.03803, 14.56749, -18.98340], [-6.82391, 16.07628, -19.20097], [-6.42312, 15.74941, -20.45300], [-6.49930, 17.32106, -18.89331], [-6.09713, 15.21958, -18.49424], [-9.48417, 18.14042, -19.31531], [-9.23350, 18.95286, -20.58601], [-9.38634, 20.02734, -20.48479], [-8.23039, 18.94793, -21.01244], [-9.89893, 18.53702, -21.34257], [-8.80985, 18.46856, -18.52429], [-10.49466, 18.29329, -18.93631], [-8.71441, 16.21694, -17.94178], [-10.64761, 11.04169, -17.09285], [-10.18185, 12.36348, -16.71775], [-10.58026, 11.02164, -18.52532], [-10.00734, 9.86360, -16.35771], [-10.22386, 9.84844, -15.02467], [-10.59449, 8.71291, -16.69234], [-8.65326, 9.82872, -16.39752], [-10.41301, 12.88325, -15.41921], [-9.61444, 14.24909, -15.27338], [-9.37757, 14.73723, -16.21875], [-10.20496, 14.96701, -14.70419], [-8.72995, 13.98683, -14.69288], [-10.18020, 12.21205, -14.59256], [-11.48760, 13.01457, -15.29227], [-11.69480, 11.00282, -16.79287], [-9.67144, 13.95517, -22.61219], [-10.62027, 12.77930, -22.78103], [-10.02677, 11.57827, -23.60135], [-11.12076, 12.25549, -21.54367], [-10.09507, 14.65498, -21.89184], [-9.60604, 14.52525, -23.53892], [-8.71231, 13.51309, -22.34252], [-11.52243, 13.09317, -23.30609], [-10.83180, 10.96299, -24.00317], [-9.39643, 10.94899, -22.97303], [-9.42446, 11.89657, -24.45222], [-12.43012, 15.26653, -17.21716], [-12.85201, 14.99122, -18.68425], [-12.86793, 16.21326, -19.57370], [-13.50102, 15.86440, -20.79932], [-13.09653, 16.71970, -21.94113], [-12.25083, 13.76202, -19.28031], [-11.42614, 15.59213, -16.94493], [-12.53065, 14.39450, -16.57099], [-13.18331, 15.90077, -16.74967], [-13.88381, 14.63983, -18.68863], [-11.83782, 16.47690, -19.81343], [-13.41342, 17.03124, -19.10311], [-13.10344, 17.76793, -21.64237], [-13.75966, 16.63401, -22.80196], [-12.08921, 16.51291, -22.30259], [-12.92220, 13.51740, -19.99412], [-12.53699, 13.14370, -18.53473], [-7.62164, 9.79419, -20.00139], [-7.41133, 11.26960, -19.54294], [-5.99345, 11.99402, -19.82469], [-5.60729, 12.13535, -21.14962], [-4.42865, 12.91340, -21.27954], [-8.28799, 12.07225, -20.32855], [-8.55811, 9.31078, -19.72311], [-6.97189, 9.02673, -19.58076], [-7.47304, 9.60158, -21.06390], [-7.62202, 11.33512, -18.47550], [-5.27751, 11.49694, -19.17013], [-5.98336, 13.02976, -19.48524], [-3.61332, 12.26073, -20.96750], [-4.48631, 13.86783, -20.75625], [-4.23169, 13.06322, -22.34108], [-8.00081, 11.73281, -21.23542], [-8.01477, 13.04051, -20.23948]], "forces_ev_per_a": [[-0.06, -1.29, -1.45], [-3.04, -1.85, 0.60], [-0.03, 1.09, -0.73], [2.50, 2.03, -0.59], [-2.60, -2.38, -0.74], [-0.55, 1.14, -0.51], [0.49, 0.52, -0.15], [0.34, 0.03, 1.62], [1.81, -0.77, -0.82], [-0.33, 0.32, -0.20], [-0.66, 0.08, 0.29], [0.23, -0.79, 0.43], [-0.04, 0.27, -0.18], [0.18, -0.21, 0.15], [-0.25, -0.38, -0.19], [1.36, 0.18, 0.88], [-0.83, 1.86, -3.58], [0.94, -0.84, 0.43], [0.51, 0.13, 3.17], [0.73, 0.10, 0.93], [-0.57, 1.12, 1.14], [0.60, -0.38, -1.40], [-0.34, -0.44, -1.15], [-0.07, 1.05, -0.28], [-0.88, -1.41, 0.39], [0.12, -0.53, -0.16], [-0.05, -0.07, 0.23], [0.25, 0.45, -0.27], [0.61, -0.19, -0.18], [-0.38, 0.40, -0.09], [-0.52, -0.24, 0.41], [-0.46, -0.50, -0.46], [-1.12, -1.92, 1.34], [-0.07, 0.81, 0.11], [1.14, 1.28, 0.29], [0.35, -0.16, 0.42], [0.38, -0.08, -0.29], [0.21, 0.71, 0.20], [-0.12, 0.44, -0.61], [-0.08, -0.05, 0.19], [-0.06, 0.05, 0.21], [0.13, 0.21, -0.22], [-0.62, -0.47, 0.24], [-0.53, -0.17, 0.54], [0.97, -0.48, -0.94], [0.00, 0.78, -1.78], [-0.06, -0.32, 1.29], [0.01, 0.74, 1.12], [0.05, 0.42, -0.85], [-0.08, -0.63, -0.47], [0.15, 0.62, -0.21], [-0.64, 0.74, 0.73], [0.26, 0.35, 0.27], [0.09, 0.18, 0.22], [-0.12, 0.15, 0.21], [-0.33, -0.49, 0.43], [0.16, -0.41, 0.31], [0.61, -0.28, -0.99], [0.40, -0.99, 0.15], [0.83, -0.82, 0.30], [1.71, -0.03, -0.54], [-0.44, -0.81, 2.09], [-0.14, -0.56, -1.26], [-0.12, -1.21, -0.53], [-1.40, 0.18, -0.07], [-0.63, 1.07, -0.06], [0.87, 0.50, 0.52], [-0.18, 0.62, -0.30], [0.09, 0.18, 0.03], [0.82, -0.41, -0.29], [-0.87, 0.01, 0.88], [0.46, 0.42, 0.59], [0.05, -0.04, 0.16], [-0.39, 0.25, -0.06], [-0.95, 0.70, -0.80], [0.19, 0.40, -0.14]], "mulliken_spin": [2.751, 0.007, 0.002, 0.042, 0.002, 0.000, 0.000, 0.000, 0.000, 0.000, 0.000, 0.000, 0.000, 0.000, 0.000, 0.002, -0.003, 0.010, 0.043, 0.003, 0.000, 0.000, 0.000, 0.001, -0.001, 0.000, 0.000, 0.000, 0.000, 0.000, -0.002, 0.001, -0.008, 0.003, 0.062, 0.003, -0.002, 0.005, 0.002, -0.001, 0.001, 0.000, -0.003, 0.010, -0.005, 0.000, 0.000, 0.042, 0.000, 0.001, 0.000, 0.000, 0.002, 0.000, 0.000, 0.000, 0.000, 0.002, -0.005, 0.001, -0.002, 0.003, 0.000, 0.000, 0.044, 0.000, 0.000, 0.000, 0.002, 0.000, -0.002, 0.000, 0.000, 0.000, 0.003, -0.014], "s2": 3.756, "multiplicity": 4, "lumo_ev": [2.6770, 2.6767], "charge": -1, "homo_energy_ev": [-4.021, -3.941], "de_lowest_kj_mol": 297.2, "homo_lumo_gap_ha": [0.24616, 0.24321]}

***

{"formula": "C19H41GaNO9S", "method": "ωB97M-V/def2-TZVPD", "symbols": ["C", "C", "O", "C", "C", "Ga", "C", "C", "O", "O", "N", "C", "S", "H", "H", "H", "H", "H", "H", "H", "H", "H", "H", "H", "H", "H", "C", "O", "C", "C", "O", "C", "C", "O", "C", "H", "H", "H", "H", "H", "H", "H", "H", "H", "H", "H", "H", "H", "H", "C", "O", "C", "C", "O", "C", "C", "O", "C", "H", "H", "H", "H", "H", "H", "H", "H", "H", "H", "H", "H", "H", "H"], "coordinates": [[3.89263, -8.52405, 1.04393], [4.28778, -7.99052, -0.34084], [3.27336, -7.27084, -0.99706], [3.24455, -5.87361, -0.70080], [2.49102, -5.48963, 0.57247], [1.49203, -3.75997, 0.35502], [-0.52951, -4.04122, 0.13814], [-0.86739, -5.45305, 0.18042], [-0.99761, -6.20497, -0.75439], [-1.01491, -5.94013, 1.48591], [1.69024, -2.67065, 2.05222], [2.24139, -3.09801, 3.00467], [2.99440, -3.68107, 4.30457], [4.04565, -9.60243, 1.09912], [2.83830, -8.33441, 1.22321], [4.47222, -8.07014, 1.84630], [5.19809, -7.38429, -0.27169], [4.52370, -8.83478, -0.99150], [2.80832, -5.40603, -1.58435], [4.27723, -5.51094, -0.62892], [3.19337, -5.43832, 1.40739], [1.79592, -6.30144, 0.80123], [2.03479, -2.84480, -0.82459], [-0.85245, -3.58620, -0.79584], [-0.98599, -3.50474, 0.96920], [-0.29367, -6.55725, 1.64371], [-0.75611, 3.79709, -2.48973], [-0.06974, 2.81169, -3.22376], [1.07386, 2.32976, -2.53640], [1.37784, 0.89237, -2.88838], [0.52551, -0.04079, -2.25826], [-0.78337, -0.21039, -2.76510], [-0.84842, -0.95823, -4.07616], [-0.51675, -0.11566, -5.16952], [-0.08895, -0.84263, -6.29422], [-0.13300, 4.68686, -2.33698], [-1.64332, 4.07687, -3.05557], [-1.06738, 3.40534, -1.51403], [0.91887, 2.39608, -1.45289], [1.94023, 2.95329, -2.80029], [2.37149, 0.66971, -2.49258], [1.40650, 0.75331, -3.97242], [-1.31912, 0.74054, -2.83650], [-1.28609, -0.83028, -2.01975], [-1.86933, -1.34144, -4.21400], [-0.16142, -1.81148, -4.03058], [0.77940, -1.46876, -6.05769], [0.19327, -0.12275, -7.06112], [-0.88608, -1.48567, -6.68836], [-3.10518, 8.68340, 1.97816], [-2.39854, 7.63316, 2.59037], [-2.67354, 7.51112, 3.97385], [-2.48239, 6.08947, 4.45056], [-3.53459, 5.21134, 4.09293], [-3.56359, 4.72879, 2.75830], [-2.52870, 3.67024, 2.45387], [-1.25756, 4.25799, 2.24841], [-0.19938, 3.35148, 2.48503], [-2.81603, 9.65978, 2.38666], [-2.86480, 8.66185, 0.91684], [-4.18801, 8.55871, 2.09966], [-3.70323, 7.82435, 4.18628], [-1.99047, 8.16336, 4.53679], [-2.49583, 6.11352, 5.54285], [-1.51150, 5.70531, 4.13038], [-3.49284, 5.54594, 2.03661], [-4.54635, 4.26442, 2.65313], [-2.83172, 3.13243, 1.54444], [-2.48824, 2.95347, 3.28310], [-0.25194, 2.96144, 3.50754], [0.73478, 3.89486, 2.35953], [-0.22168, 2.51219, 1.78148]], "forces_ev_per_a": [[0.10, -0.10, 0.01], [-0.04, -0.22, 0.03], [0.18, 0.06, -0.06], [-0.11, 0.17, 0.07], [0.20, -0.11, 0.04], [0.02, 0.09, -0.33], [-0.42, 0.49, 0.12], [-0.08, -0.25, -0.02], [0.13, -0.02, 0.03], [0.20, 0.36, 0.04], [0.10, -0.37, 0.05], [-0.15, 0.17, -0.14], [0.08, 0.00, 0.18], [0.02, -0.05, 0.02], [-0.04, 0.04, 0.02], [-0.08, 0.11, 0.05], [0.01, 0.08, 0.01], [-0.03, -0.01, -0.07], [-0.10, -0.09, -0.06], [0.04, 0.07, -0.10], [-0.07, -0.03, 0.13], [-0.12, 0.03, -0.02], [0.04, 0.04, 0.05], [0.13, -0.09, -0.13], [0.08, -0.05, 0.12], [-0.10, -0.32, -0.06], [0.05, -0.03, -0.06], [-0.09, -0.14, 0.07], [0.04, 0.11, -0.06], [0.06, -0.03, -0.03], [0.00, 0.01, 0.06], [-0.06, -0.03, 0.04], [-0.07, 0.01, -0.08], [0.16, 0.01, 0.08], [-0.07, 0.03, -0.04], [-0.04, 0.02, 0.06], [0.02, 0.01, -0.03], [0.01, 0.09, 0.03], [0.01, -0.01, 0.01], [0.02, 0.00, 0.07], [0.00, -0.02, -0.02], [-0.10, 0.06, 0.00], [0.05, 0.01, -0.10], [0.00, 0.02, 0.02], [0.03, -0.07, 0.01], [0.00, 0.00, 0.02], [-0.01, -0.02, 0.00], [-0.02, 0.00, -0.01], [0.01, -0.02, 0.01], [0.08, 0.04, 0.00], [-0.14, -0.15, -0.03], [0.07, 0.08, -0.03], [0.06, -0.02, 0.07], [-0.04, 0.02, 0.01], [-0.08, -0.04, -0.07], [0.09, 0.05, -0.10], [0.03, 0.05, 0.16], [-0.06, 0.01, -0.06], [-0.02, 0.00, 0.01], [0.01, 0.01, 0.00], [0.00, 0.01, 0.01], [-0.01, -0.02, 0.00], [-0.06, 0.03, 0.04], [0.02, -0.02, 0.00], [-0.02, 0.03, -0.09], [0.09, 0.00, 0.01], [-0.01, 0.02, 0.00], [-0.02, -0.08, 0.05], [-0.03, 0.00, 0.00], [0.05, -0.06, -0.03], [-0.01, 0.01, -0.03], [0.00, -0.03, 0.03]], "mulliken_charge": [-0.954, -0.285, -0.448, -0.726, -0.037, 0.147, -0.208, 0.142, -0.621, -0.507, -0.338, 0.336, -0.477, 0.329, 0.223, 0.272, 0.280, 0.360, 0.285, 0.380, 0.409, -0.196, -0.257, 0.178, 0.394, 0.321, -0.666, -0.309, -0.421, -0.485, -0.305, -0.467, -0.582, -0.264, -0.744, 0.320, 0.256, 0.244, 0.228, 0.401, 0.399, 0.176, 0.169, 0.424, 0.409, 0.349, 0.324, 0.230, 0.315, -0.776, -0.251, -0.564, -0.348, -0.447, -0.410, -0.563, -0.261, -0.797, 0.322, 0.235, 0.328, 0.351, 0.380, 0.383, 0.173, 0.197, 0.388, 0.411, 0.347, 0.349, 0.232, 0.314], "lumo_ev": 2.1132, "charge": -1, "homo_energy_ev": -5.399, "homo_lumo_gap_ha": 0.27607}

***

{"formula": "C19H41O6P2S", "method": "ωB97M-V/def2-TZVPD", "symbols": ["O", "C", "O", "C", "S", "C", "P", "O", "O", "O", "O", "H", "H", "H", "H", "H", "C", "C", "C", "C", "P", "C", "C", "C", "C", "C", "C", "C", "C", "C", "C", "C", "C", "H", "H", "H", "H", "H", "H", "H", "H", "H", "H", "H", "H", "H", "H", "H", "H", "H", "H", "H", "H", "H", "H", "H", "H", "H", "H", "H", "H", "H", "H", "H", "H", "H", "H", "H", "H"], "coordinates": [[4.90507, -5.40746, -3.23594], [4.05078, -5.02134, -3.94221], [4.20563, -4.50829, -5.20580], [3.27626, -3.42263, -5.23394], [3.84635, -2.05739, -4.16690], [2.09996, -4.15228, -4.60688], [0.69275, -3.10490, -4.14204], [0.78173, -1.81323, -4.82042], [-0.62139, -3.92118, -4.47434], [0.72918, -3.00694, -2.55262], [2.72140, -4.96635, -3.61522], [3.04343, -3.07206, -6.23187], [5.05080, -2.56156, -3.88680], [1.74936, -4.83396, -5.39389], [-0.43618, -4.87040, -4.51520], [1.67018, -2.95769, -2.30832], [0.86771, 1.12655, -2.62461], [-0.43982, 0.58140, -2.05886], [-1.31342, 1.65823, -1.40800], [-0.85051, 2.16432, -0.02829], [-1.26519, 1.15068, 1.40215], [-3.03097, 0.76872, 1.28885], [-4.03976, 1.89640, 1.01826], [-4.38531, 2.84006, 2.17460], [-4.75131, 2.14066, 3.47944], [-1.04448, 2.12947, 2.89643], [0.32148, 2.72604, 3.28030], [1.35269, 1.78956, 3.91526], [0.79639, 0.84363, 4.97390], [-0.55013, -0.50476, 1.44845], [0.93759, -0.82145, 1.67771], [1.96296, -0.05601, 0.82622], [2.48727, -0.86719, -0.35218], [1.47582, 1.61982, -1.86123], [1.46142, 0.32155, -3.05608], [0.67037, 1.85025, -3.41599], [-0.23014, -0.22917, -1.35648], [-1.00619, 0.13143, -2.87536], [-2.34026, 1.29220, -1.33265], [-1.35116, 2.52083, -2.07490], [-1.34972, 3.11979, 0.17177], [0.21402, 2.40487, -0.03383], [-3.30083, 0.20301, 2.18406], [-3.10828, 0.05058, 0.46660], [-4.96293, 1.40902, 0.69873], [-3.70834, 2.49216, 0.16410], [-5.23449, 3.44513, 1.85351], [-3.57836, 3.55643, 2.34775], [-5.62417, 1.49909, 3.34945], [-4.99043, 2.87340, 4.24857], [-3.93646, 1.52586, 3.86683], [-1.49397, 1.58740, 3.73082], [-1.70225, 2.98564, 2.72502], [0.10915, 3.52364, 3.99462], [0.76548, 3.21713, 2.41051], [2.12701, 2.40930, 4.37018], [1.86587, 1.22217, 3.13797], [0.38885, 1.39524, 5.82285], [1.58273, 0.18958, 5.34896], [0.00531, 0.19928, 4.58309], [-0.88665, -0.98709, 0.52575], [-1.11354, -1.01429, 2.23953], [1.04643, -1.89310, 1.50145], [1.16955, -0.69194, 2.73409], [2.80760, 0.22502, 1.45729], [1.54519, 0.88024, 0.45240], [3.06495, -1.72674, -0.00812], [3.13691, -0.26322, -0.98463], [1.66099, -1.23317, -0.96384]], "forces_ev_per_a": [[0.26, -0.48, 0.10], [-0.34, 0.02, -0.20], [0.44, 0.66, 0.15], [-0.28, -0.41, 0.28], [-0.19, 0.59, 0.09], [-0.28, -0.72, -0.89], [0.04, 0.84, 0.26], [-0.08, -0.02, -0.21], [0.32, -0.27, 0.06], [0.26, -0.40, -0.04], [0.01, 0.43, 0.34], [0.35, -0.12, -0.15], [0.12, -0.19, -0.09], [-0.18, 0.05, -0.05], [-0.39, -0.01, 0.10], [-0.11, 0.08, 0.33], [-0.01, -0.05, 0.08], [0.09, 0.14, -0.05], [-0.05, -0.33, 0.06], [0.11, 0.38, -0.30], [-0.25, -0.09, 0.02], [-0.22, -0.09, -0.14], [0.00, 0.18, 0.03], [0.05, -0.04, 0.08], [0.02, 0.06, -0.05], [0.21, 0.44, 0.21], [0.14, -0.09, 0.04], [0.01, -0.13, -0.10], [0.03, 0.07, -0.03], [0.23, -0.61, 0.03], [0.09, 0.28, 0.16], [0.08, -0.18, -0.04], [-0.01, 0.00, -0.05], [0.00, 0.01, 0.00], [-0.01, 0.01, -0.04], [0.00, 0.02, 0.00], [-0.04, 0.01, 0.00], [-0.01, -0.03, 0.00], [-0.01, 0.05, 0.00], [-0.01, 0.05, 0.02], [-0.03, -0.04, 0.12], [0.02, -0.10, 0.06], [0.06, 0.06, 0.05], [0.08, -0.03, 0.02], [0.02, -0.06, -0.01], [-0.02, -0.04, -0.03], [0.01, 0.02, -0.04], [0.01, -0.02, 0.00], [0.02, -0.04, 0.00], [-0.04, -0.01, 0.01], [0.00, -0.01, 0.01], [0.04, -0.13, -0.05], [-0.11, -0.11, -0.07], [-0.09, 0.02, -0.02], [-0.01, 0.03, 0.01], [-0.01, 0.04, -0.02], [-0.05, -0.02, 0.01], [-0.03, -0.01, 0.00], [0.00, 0.02, 0.05], [0.00, -0.02, 0.00], [-0.05, 0.16, -0.08], [-0.10, 0.10, -0.01], [0.00, -0.02, -0.06], [-0.11, 0.07, 0.01], [0.01, 0.02, -0.02], [-0.03, 0.03, 0.05], [-0.03, -0.02, 0.04], [0.00, -0.03, -0.04], [0.03, 0.03, -0.03]], "mulliken_charge": [-0.443, 0.516, -0.353, -0.021, -0.202, -0.362, 1.057, -0.684, -0.544, -0.464, -0.374, 0.513, 0.189, 0.414, 0.351, 0.344, -1.177, 0.613, -1.226, -1.121, 1.128, -1.456, -0.760, -0.437, -1.239, -0.687, -0.925, 0.221, -1.389, -0.969, -1.146, 0.277, -1.397, 0.255, 0.138, 0.466, -0.578, 0.452, 0.392, 0.484, 0.685, 0.730, 0.746, 0.540, 0.511, 0.243, 0.447, 0.271, 0.360, 0.377, 0.237, 0.564, 0.007, 0.448, 0.332, 0.461, -0.303, 0.360, 0.412, 0.301, 0.661, 0.602, 0.629, 0.250, 0.552, -0.075, 0.546, 0.403, -0.155], "lumo_ev": -2.0067, "charge": 1, "homo_energy_ev": -12.109, "homo_lumo_gap_ha": 0.37125}